Entry 1:
{"formula": "C28H32N3O7PtS2Si", "method": "ωB97M-V with the def2-TZVPD basis set", "species": ["Pt", "O", "C", "O", "C", "C", "C", "N", "C", "C", "C", "O", "O", "H", "H", "H", "C", "C", "N", "C", "C", "C", "C", "C", "C", "C", "C", "C", "N", "C", "H", "H", "H", "H", "H", "H", "H", "H", "O", "S", "O", "O", "S", "C", "Si", "C", "C", "C", "C", "C", "C", "C", "C", "H", "H", "H", "H", "H", "H", "H", "H", "H", "H", "H", "H", "H", "H", "H", "H", "H", "H", "H", "H", "H"], "xyz": [[-0.32, -0.55, -0.21], [1.10, -5.82, -5.15], [1.54, -5.91, -3.99], [2.26, -6.75, -3.42], [1.11, -4.76, -3.05], [0.29, -5.00, -1.95], [0.00, -3.97, -1.08], [0.47, -2.73, -1.27], [1.21, -2.49, -2.34], [1.58, -3.46, -3.25], [1.58, -1.05, -2.57], [2.60, -0.77, -3.18], [0.73, -0.17, -2.11], [-0.12, -5.99, -1.77], [-0.65, -4.13, -0.24], [2.21, -3.19, -4.08], [0.02, -3.34, 3.67], [-0.37, -2.82, 2.42], [0.27, -1.81, 1.85], [1.31, -1.28, 2.47], [1.74, -1.67, 3.75], [1.05, -2.75, 4.35], [2.84, -0.99, 4.35], [3.49, -0.01, 3.70], [3.15, 0.34, 2.34], [3.90, 1.25, 1.58], [3.58, 1.44, 0.27], [2.48, 0.77, -0.27], [1.70, -0.02, 0.44], [2.05, -0.28, 1.74], [-0.51, -4.19, 4.08], [-1.22, -3.22, 1.89], [1.36, -3.10, 5.32], [3.14, -1.28, 5.35], [4.32, 0.51, 4.16], [4.75, 1.77, 2.03], [4.18, 2.08, -0.36], [2.23, 0.86, -1.32], [-2.74, -3.16, 0.26], [-2.93, -1.84, -0.29], [-4.27, -1.54, -0.72], [-1.88, -1.46, -1.31], [-2.41, -0.50, 1.17], [0.49, 2.74, -1.49], [-0.86, 1.84, -0.53], [-0.91, 2.85, 1.15], [0.52, 3.13, 1.61], [-1.61, 4.19, 0.89], [-1.64, 2.18, 2.31], [-2.38, 2.07, -1.72], [-3.74, 1.90, -1.03], [-2.29, 1.06, -2.88], [-2.34, 3.47, -2.36], [0.17, 3.77, -1.67], [0.65, 2.25, -2.45], [1.44, 2.78, -0.97], [1.08, 3.74, 0.90], [1.08, 2.20, 1.77], [0.50, 3.67, 2.57], [-1.12, 4.76, 0.09], [-1.58, 4.81, 1.80], [-2.66, 4.05, 0.62], [-1.17, 1.22, 2.58], [-2.68, 1.97, 2.07], [-1.61, 2.83, 3.19], [-3.82, 0.96, -0.50], [-4.54, 1.92, -1.78], [-3.94, 2.71, -0.32], [-2.53, 0.05, -2.55], [-1.29, 1.03, -3.31], [-3.00, 1.34, -3.66], [-2.34, 4.28, -1.62], [-3.24, 3.59, -2.97], [-1.48, 3.60, -3.01]], "lumo_ev": [0.5, 0.5], "relative_energy_ev": 1.959, "total_energy_ev": -81156.2896, "total_charge": -1}

Entry 2:
{"formula": "C28H32N4O", "method": "ωB97M-V with the def2-TZVPD basis set", "species": ["C", "C", "C", "N", "C", "C", "C", "N", "C", "C", "C", "C", "C", "C", "C", "C", "C", "O", "N", "C", "C", "C", "C", "C", "C", "C", "C", "C", "C", "C", "C", "C", "N", "H", "H", "H", "H", "H", "H", "H", "H", "H", "H", "H", "H", "H", "H", "H", "H", "H", "H", "H", "H", "H", "H", "H", "H", "H", "H", "H", "H", "H", "H", "H", "H"], "xyz": [[-1.37, -3.73, -2.89], [-2.05, -3.10, -1.75], [-2.00, -1.77, -1.35], [-2.76, -1.66, -0.20], [-2.95, -0.41, 0.47], [-1.71, 0.10, 1.16], [-0.46, -0.11, 0.68], [0.65, 0.63, 1.00], [1.94, 0.32, 0.42], [2.34, -1.14, 0.59], [2.30, -1.52, 2.05], [3.38, -1.16, 2.87], [3.35, -1.44, 4.24], [2.24, -2.09, 4.79], [1.18, -2.49, 3.97], [1.22, -2.22, 2.60], [2.87, 1.30, 1.12], [4.08, 1.40, 0.95], [2.11, 2.03, 1.99], [2.73, 2.95, 2.91], [0.71, 1.63, 2.08], [0.39, 1.05, 3.48], [-0.09, 2.25, 4.30], [-0.49, 3.36, 3.31], [-0.21, 2.86, 1.89], [-4.24, -0.44, 1.32], [-5.43, -0.89, 0.73], [-6.66, -0.73, 1.38], [-6.71, -0.07, 2.62], [-5.53, 0.32, 3.24], [-4.29, 0.07, 2.62], [-3.29, -2.92, 0.04], [-2.85, -3.79, -0.88], [-0.56, -3.08, -3.26], [-0.94, -4.69, -2.59], [-2.07, -3.91, -3.72], [-1.49, -0.93, -1.78], [-3.13, 0.35, -0.32], [-1.88, 0.82, 1.96], [-0.26, -0.92, -0.02], [1.94, 0.59, -0.66], [1.66, -1.78, 0.00], [3.35, -1.25, 0.19], [4.24, -0.67, 2.42], [4.20, -1.15, 4.86], [2.21, -2.31, 5.86], [0.32, -3.01, 4.38], [0.41, -2.55, 1.94], [3.72, 3.22, 2.52], [2.12, 3.86, 3.00], [2.86, 2.52, 3.91], [-0.39, 0.29, 3.37], [1.28, 0.56, 3.88], [-0.93, 1.96, 4.94], [0.72, 2.59, 4.96], [-1.55, 3.61, 3.43], [0.08, 4.28, 3.51], [0.29, 3.60, 1.26], [-1.12, 2.55, 1.38], [-5.41, -1.34, -0.26], [-7.57, -1.09, 0.90], [-7.68, 0.14, 3.08], [-5.55, 0.82, 4.21], [-3.37, 0.29, 3.16], [-3.98, -3.12, 0.86]], "lumo_ev": 0.6, "smiles": "Cc1cn([C@H](/C=C/N2[C@H](Cc3ccccc3)C(=O)N(C)C23CCCC3)c2ccccc2)cn1", "relative_energy_ev": 0.000, "total_energy_ev": -37563.5406}

Entry 3:
{"formula": "C28H33ClF6N3O22", "method": "ωB97M-V with the def2-TZVPD basis set", "species": ["C", "C", "O", "C", "O", "C", "C", "C", "C", "N", "C", "N", "Cl", "C", "C", "O", "N", "O", "H", "H", "H", "H", "H", "H", "H", "H", "H", "H", "H", "H", "H", "H", "H", "C", "C", "O", "C", "O", "O", "F", "H", "H", "H", "C", "C", "O", "C", "O", "O", "F", "H", "H", "H", "C", "C", "O", "C", "O", "O", "F", "H", "H", "H", "C", "C", "O", "C", "O", "O", "F", "H", "H", "H", "C", "C", "O", "C", "O", "O", "F", "H", "H", "H", "C", "C", "O", "C", "O", "O", "F", "H", "H", "H"], "xyz": [[1.99, -3.52, -0.67], [3.04, -2.31, -0.19], [2.19, -1.29, 0.45], [1.96, -0.14, -0.46], [2.75, 0.94, -0.24], [0.90, -0.11, -1.71], [-0.49, 0.74, -1.36], [-1.86, -0.13, -1.61], [-2.76, -0.16, -0.24], [-2.75, 0.72, 1.00], [-3.83, 0.12, 1.88], [-4.57, -1.10, 1.35], [-5.80, -1.98, 2.17], [-3.94, -1.30, -0.04], [-4.48, -2.51, -1.01], [-3.60, -3.69, -1.09], [-4.47, -4.73, -1.26], [-4.98, -4.67, -2.38], [1.69, -3.40, -1.80], [2.44, -4.58, -0.48], [1.05, -3.41, 0.05], [3.80, -2.83, 0.57], [3.67, -1.92, -1.09], [1.41, 0.48, -2.59], [0.64, -1.21, -2.04], [-0.42, 0.98, -0.22], [-0.48, 1.77, -1.95], [-1.53, -1.23, -1.93], [-2.49, 0.31, -2.53], [-2.12, 1.55, 1.13], [-3.99, 0.67, 2.91], [-4.56, -2.06, -2.10], [-5.52, -2.86, -0.58], [5.14, 3.59, -1.02], [5.74, 2.23, -1.05], [7.12, 2.47, -1.19], [7.33, 3.67, -0.59], [8.43, 4.09, -0.27], [6.16, 4.35, -0.39], [5.31, 1.54, -2.14], [4.96, 4.00, -2.02], [4.21, 3.63, -0.45], [5.56, 1.64, -0.15], [-3.73, 4.59, 4.51], [-2.51, 3.73, 4.50], [-2.25, 3.56, 3.12], [-2.72, 4.69, 2.53], [-2.43, 5.04, 1.40], [-3.55, 5.39, 3.36], [-2.78, 2.52, 5.03], [-4.66, 4.02, 4.42], [-3.79, 5.21, 5.41], [-1.64, 4.17, 4.99], [-5.34, 1.22, 7.40], [-6.54, 1.53, 8.22], [-6.68, 2.93, 8.09], [-6.16, 3.22, 6.86], [-6.35, 4.27, 6.27], [-5.42, 2.19, 6.37], [-6.32, 1.25, 9.52], [-4.40, 1.35, 7.95], [-5.37, 0.21, 6.99], [-7.46, 1.04, 7.88], [-3.70, -6.22, -4.40], [-3.62, -5.89, -5.86], [-2.30, -6.25, -6.20], [-1.97, -7.26, -5.36], [-1.03, -8.02, -5.52], [-2.84, -7.34, -4.30], [-3.76, -4.56, -6.05], [-3.33, -5.42, -3.76], [-4.71, -6.48, -4.09], [-4.33, -6.44, -6.48], [9.02, 5.72, 3.44], [10.05, 4.70, 3.10], [10.30, 4.06, 4.33], [9.13, 4.16, 5.02], [8.86, 3.50, 6.01], [8.29, 5.10, 4.47], [11.20, 5.29, 2.68], [9.46, 6.66, 3.81], [8.37, 5.96, 2.59], [9.72, 3.96, 2.36], [0.87, -4.45, -7.37], [0.20, -3.43, -8.22], [-0.47, -2.61, -7.29], [0.28, -2.68, -6.15], [0.18, -1.91, -5.22], [1.17, -3.73, -6.19], [-0.72, -4.00, -9.02], [0.22, -5.29, -7.13], [1.79, -4.84, -7.83], [0.89, -2.82, -8.82]], "lumo_ev": -4.6, "total_energy_ev": -107893.5636, "total_charge": 1}

Entry 4:
{"formula": "C28H33ClN6O4PbSi", "method": "ωB97M-V with the def2-TZVPD basis set", "species": ["Pb", "O", "N", "N", "O", "C", "C", "C", "C", "C", "C", "H", "H", "H", "H", "H", "N", "C", "C", "C", "O", "O", "H", "H", "H", "H", "H", "H", "Cl", "C", "C", "C", "C", "C", "C", "C", "H", "H", "H", "H", "H", "H", "N", "C", "C", "N", "C", "C", "N", "H", "H", "H", "H", "H", "C", "Si", "C", "C", "C", "C", "C", "C", "C", "H", "H", "H", "H", "H", "H", "H", "H", "H", "H", "H"], "xyz": [[0.40, 0.05, 0.36], [2.73, 0.03, -0.36], [3.29, -1.10, -0.58], [2.58, -2.13, -0.38], [1.34, -2.14, 0.05], [3.20, -3.40, -0.62], [2.63, -4.53, -0.04], [3.22, -5.76, -0.24], [4.36, -5.88, -1.02], [4.91, -4.76, -1.62], [4.33, -3.51, -1.42], [1.75, -4.41, 0.58], [2.78, -6.64, 0.22], [4.82, -6.85, -1.16], [5.79, -4.85, -2.24], [4.74, -2.62, -1.88], [1.60, 2.51, 0.37], [0.98, 3.83, 0.35], [-0.51, 3.78, 0.76], [-1.40, 3.66, -0.45], [-2.19, 4.50, -0.81], [-1.21, 2.50, -1.08], [2.13, 2.34, 1.22], [2.24, 2.36, -0.40], [1.05, 4.22, -0.67], [1.49, 4.54, 1.00], [-0.80, 4.67, 1.32], [-0.68, 2.91, 1.39], [2.93, -2.08, 2.92], [1.38, -2.05, 3.71], [1.04, -3.13, 4.51], [-0.20, -3.18, 5.13], [-1.09, -2.13, 4.93], [-0.73, -1.05, 4.14], [0.53, -0.96, 3.52], [0.90, 0.21, 2.71], [1.76, -3.93, 4.66], [-0.46, -4.02, 5.76], [-2.07, -2.15, 5.40], [-1.43, -0.24, 4.01], [1.97, 0.38, 2.75], [0.37, 1.10, 3.05], [-3.37, -4.45, 1.90], [-2.94, -3.60, 0.92], [-2.12, -2.49, 1.21], [-1.76, -1.65, 0.27], [-2.19, -1.87, -0.98], [-2.97, -2.97, -1.26], [-3.35, -3.84, -0.32], [-2.94, -4.44, 2.80], [-3.84, -5.29, 1.60], [-1.74, -2.32, 2.22], [-1.88, -1.16, -1.74], [-3.31, -3.18, -2.27], [-1.00, 3.37, -3.81], [-1.80, 2.13, -2.63], [-3.67, 2.21, -2.72], [-1.13, 0.40, -2.88], [-1.92, -0.60, -3.45], [-1.41, -1.88, -3.67], [-0.11, -2.18, -3.30], [0.69, -1.20, -2.73], [0.18, 0.08, -2.53], [-1.19, 3.12, -4.85], [0.09, 3.39, -3.66], [-1.39, 4.37, -3.61], [-4.03, 1.92, -3.71], [-4.01, 3.22, -2.52], [-4.13, 1.54, -1.99], [-2.95, -0.39, -3.74], [-2.03, -2.64, -4.12], [0.29, -3.17, -3.46], [1.71, -1.42, -2.43], [0.82, 0.84, -2.09]], "lumo_ev": 0.5, "relative_energy_ev": 0.692, "total_energy_ev": -72349.2998}

Entry 5:
{"formula": "C28H33GaGeN3O5S", "method": "ωB97M-V with the def2-TZVPD basis set", "species": ["Ga", "O", "C", "O", "C", "C", "C", "C", "C", "C", "N", "C", "C", "C", "C", "C", "C", "N", "H", "H", "H", "H", "H", "H", "H", "H", "H", "H", "C", "C", "C", "C", "Ge", "C", "C", "C", "C", "H", "H", "H", "H", "H", "H", "H", "H", "H", "H", "H", "H", "H", "H", "H", "H", "H", "H", "H", "O", "S", "O", "N", "C", "O", "C", "C", "C", "C", "C", "C", "H", "H", "H", "H"], "xyz": [[2.33, -2.00, 0.44], [-4.88, -4.23, -1.73], [-4.17, -3.17, -1.36], [-4.70, -2.14, -1.06], [-2.66, -3.28, -1.30], [-1.95, -4.47, -1.32], [-0.56, -4.47, -1.21], [0.09, -3.25, -1.09], [-0.61, -2.05, -1.05], [-1.99, -2.07, -1.16], [1.51, -3.16, -0.94], [2.37, -3.90, -1.54], [3.79, -3.65, -1.25], [4.83, -4.34, -1.83], [6.14, -3.98, -1.49], [6.35, -2.95, -0.59], [5.26, -2.31, -0.02], [4.01, -2.65, -0.36], [-4.35, -4.97, -2.04], [-2.45, -5.43, -1.38], [-0.02, -5.40, -1.18], [-0.09, -1.10, -0.95], [-2.57, -1.16, -1.13], [2.07, -4.66, -2.26], [4.63, -5.13, -2.54], [6.97, -4.50, -1.94], [7.35, -2.66, -0.30], [5.37, -1.52, 0.71], [-1.22, 4.53, -2.82], [-0.19, 5.65, -2.79], [0.48, 5.78, -1.43], [1.20, 4.47, -1.05], [-0.11, 3.06, -0.98], [-1.47, 2.96, 0.40], [-2.91, 3.36, 0.04], [-3.53, 2.45, -1.02], [-4.91, 2.91, -1.45], [-1.72, 4.43, -3.78], [-1.99, 4.64, -2.06], [-0.76, 3.49, -2.80], [-0.69, 6.58, -3.04], [0.56, 5.48, -3.57], [-0.27, 6.03, -0.67], [1.20, 6.60, -1.43], [1.68, 4.53, -0.07], [1.96, 4.22, -1.79], [0.24, 1.71, -1.64], [-1.09, 3.57, 1.22], [-1.46, 1.92, 0.73], [-2.96, 4.40, -0.27], [-3.50, 3.30, 0.95], [-3.59, 1.43, -0.62], [-2.87, 2.39, -1.90], [-5.59, 2.96, -0.60], [-5.35, 2.23, -2.18], [-4.88, 3.91, -1.90], [-1.15, -0.30, 1.77], [-0.56, -1.43, 2.41], [-1.18, -2.70, 2.40], [1.02, -1.59, 1.75], [1.98, -1.25, 2.63], [3.16, -1.28, 2.11], [1.52, -0.93, 3.95], [2.25, -0.60, 5.09], [1.54, -0.36, 6.26], [0.15, -0.44, 6.28], [-0.59, -0.76, 5.15], [0.12, -1.00, 3.99], [3.33, -0.56, 5.06], [2.08, -0.11, 7.16], [-0.37, -0.25, 7.21], [-1.67, -0.82, 5.18]], "lumo_ev": -10.5, "relative_energy_ev": 0.000, "total_energy_ev": -163980.8848, "total_charge": 3}

Entry 6:
{"formula": "C28H33HfN8O2S2Si", "method": "ωB97M-V with the def2-TZVPD basis set", "species": ["Hf", "C", "C", "N", "C", "S", "N", "N", "C", "C", "C", "C", "C", "C", "C", "N", "H", "H", "H", "H", "H", "H", "H", "H", "H", "H", "H", "H", "H", "N", "C", "C", "C", "C", "C", "C", "S", "O", "O", "N", "C", "N", "C", "C", "C", "N", "H", "H", "H", "H", "H", "H", "H", "H", "H", "C", "Si", "C", "C", "C", "C", "C", "C", "C", "H", "H", "H", "H", "H", "H", "H", "H", "H", "H", "H"], "xyz": [[-0.17, 0.06, 0.35], [5.04, 3.79, -0.04], [4.45, 3.00, -1.20], [3.99, 1.68, -0.78], [2.77, 1.42, -0.29], [2.49, -0.16, 0.36], [1.90, 2.41, -0.31], [0.63, 2.12, 0.07], [-0.15, 3.13, 0.30], [0.33, 4.54, 0.20], [-1.55, 2.84, 0.63], [-2.49, 3.85, 0.75], [-3.81, 3.52, 1.04], [-4.14, 2.18, 1.20], [-3.15, 1.23, 1.07], [-1.88, 1.54, 0.80], [5.42, 4.75, -0.39], [5.86, 3.24, 0.42], [4.28, 3.97, 0.73], [5.19, 2.86, -1.98], [3.59, 3.52, -1.62], [4.68, 0.97, -0.61], [1.41, 4.55, 0.20], [-0.05, 5.13, 1.04], [-0.02, 4.99, -0.73], [-2.20, 4.88, 0.61], [-4.56, 4.29, 1.13], [-5.15, 1.88, 1.43], [-3.37, 0.18, 1.21], [-3.62, -2.61, -6.84], [-3.14, -2.11, -5.67], [-3.29, -2.82, -4.47], [-2.80, -2.31, -3.29], [-2.16, -1.07, -3.30], [-2.01, -0.34, -4.48], [-2.50, -0.85, -5.65], [-1.39, -0.47, -1.88], [-2.05, -0.95, -0.64], [-1.30, 0.98, -1.87], [0.13, -0.94, -1.67], [0.22, -2.24, -1.16], [0.38, -2.25, 0.18], [0.54, -3.44, 0.77], [0.51, -4.61, 0.04], [0.27, -4.48, -1.33], [0.13, -3.31, -1.93], [-4.02, -3.53, -6.88], [-3.47, -2.13, -7.70], [-3.80, -3.78, -4.48], [-2.91, -2.85, -2.36], [-1.53, 0.63, -4.45], [-2.41, -0.29, -6.57], [0.70, -3.42, 1.84], [0.65, -5.57, 0.50], [0.17, -5.36, -1.96], [0.41, 1.50, 3.68], [-0.15, -0.19, 3.00], [0.99, -1.46, 3.85], [-1.89, -0.54, 3.69], [-2.45, 0.13, 4.78], [-3.73, -0.17, 5.23], [-4.48, -1.15, 4.60], [-3.94, -1.84, 3.52], [-2.67, -1.54, 3.08], [0.52, 1.46, 4.77], [-0.30, 2.30, 3.44], [1.38, 1.77, 3.26], [1.12, -1.18, 4.89], [1.98, -1.49, 3.38], [0.56, -2.46, 3.83], [-1.87, 0.89, 5.28], [-4.13, 0.37, 6.08], [-5.48, -1.38, 4.95], [-4.52, -2.62, 3.03], [-2.26, -2.09, 2.23]], "lumo_ev": -3.4, "relative_energy_ev": 0.435, "total_energy_ev": -76440.4224, "total_charge": 1}

- Which formula does entry 6 have?
  C28H33HfN8O2S2Si